Density functional theory data (wB97M-V/def2-TZVPD) for 15 unconnected molecules or ions with the total composition C60H158N8O23 at a distorted geometry.

Last column: Mulliken charge in e.
Element x y z (Å)
C 2.94159 -4.32758 -7.36249  -0.34
O 2.09379 -5.22243 -8.07031  -0.38
C 0.88242 -4.69836 -8.56339  -0.72
C -0.03413 -4.02785 -7.50260  -0.30
N -0.25986 -4.83378 -6.28008  -0.26
C -1.08283 -4.22004 -5.19553  -1.44
C -0.36392 -3.04714 -4.53042  0.41
O -0.89426 -2.73076 -3.21240  -0.33
C -0.24592 -1.56256 -2.69990  0.84
H 3.19638 -3.43648 -7.93620  0.33
H 3.87989 -4.82307 -7.11313  0.33
H 2.58553 -3.96881 -6.39678  -0.10
H 0.37617 -5.52204 -9.06674  0.35
H 1.01093 -4.00919 -9.39803  0.38
H -1.05945 -3.84019 -7.82135  0.44
H 0.40730 -3.04970 -7.31161  0.11
H 0.49909 -5.38713 -5.90876  0.33
H -1.20297 -4.93372 -4.38047  0.48
H -2.07566 -4.02419 -5.60055  0.19
H -0.62262 -2.17871 -5.13624  0.12
H 0.71343 -3.21144 -4.51024  0.04
H -0.60807 -1.36846 -1.69031  -0.40
H -0.54274 -0.63702 -3.19324  -0.12
H 0.81831 -1.71556 -2.52074  0.22
C 4.21748 -2.98193 -3.50671  -0.47
O 5.35312 -2.41710 -2.83202  -0.50
C 5.07271 -1.07339 -2.33870  0.01
C 5.79263 -0.89653 -1.01194  -1.01
N 5.24706 -1.80891 0.00933  -0.10
C 5.95160 -1.55986 1.30215  -0.99
C 5.17637 -2.29901 2.42249  0.25
O 5.36467 -3.70911 2.31279  -0.46
C 4.55070 -4.50115 3.13758  -0.55
H 4.14038 -2.43894 -4.44870  0.32
H 3.30913 -2.89850 -2.91001  0.10
H 4.40543 -4.02601 -3.75703  0.37
H 4.00628 -0.85827 -2.27107  -0.18
H 5.38540 -0.25387 -2.98579  0.43
H 5.76474 0.14202 -0.68218  0.49
H 6.85160 -1.07895 -1.19472  0.38
H 5.44047 -2.78703 -0.15187  0.22
H 5.89732 -0.49533 1.53002  0.42
H 6.98449 -1.90702 1.27538  0.45
H 4.11769 -2.04420 2.37379  -0.34
H 5.46531 -1.90006 3.39483  0.52
H 4.77112 -4.24370 4.17355  0.30
H 4.84500 -5.55031 3.11003  0.40
H 3.48239 -4.37373 2.96275  0.03
C -0.01018 -5.89651 -0.80708  -0.68
O 0.85615 -6.07046 0.30925  0.08
C 1.11995 -7.45146 0.55544  -0.67
C 1.99753 -7.62447 1.79603  -0.84
N 1.28529 -7.47549 3.05878  -0.27
C 0.52339 -6.23790 3.19517  0.47
C 0.04172 -6.04111 4.60520  -1.05
O -0.50959 -4.77674 4.73681  0.01
C -0.80415 -4.42842 6.08793  -0.97
H 0.26209 -6.37883 -1.74587  0.36
H -0.09121 -4.84392 -1.07837  -0.10
H -0.99793 -6.26707 -0.53296  0.35
H 1.53728 -7.82634 -0.37912  0.55
H 0.21173 -8.03564 0.70370  0.39
H 2.90017 -7.01696 1.73055  0.07
H 2.38087 -8.64092 1.70684  0.48
H 0.69022 -8.27735 3.21048  0.35
H -0.30199 -6.18130 2.48550  0.23
H 1.15534 -5.37693 2.97730  -0.37
H 0.93847 -6.24348 5.19086  0.35
H -0.68311 -6.83737 4.77461  0.34
H 0.07028 -4.32801 6.73090  0.42
H -1.49965 -5.13544 6.54017  0.32
H -1.34478 -3.49156 6.22247  0.16
C -1.99230 1.41382 -4.42120  -0.25
O -3.24666 0.84448 -4.52119  -0.58
C -3.49500 -0.30491 -3.75893  1.32
C -4.88981 -0.81114 -3.90338  -1.27
N -5.78998 0.34019 -3.64812  -0.11
C -7.24951 0.07508 -3.74062  -0.90
C -8.12135 1.31341 -3.42778  -0.58
O -8.10487 2.27688 -4.50908  -0.35
C -8.85722 3.45381 -4.17073  -0.72
H -1.61855 1.54086 -3.40519  0.03
H -2.00163 2.38007 -4.92557  0.36
H -1.23452 0.81150 -4.92227  0.02
H -3.34660 -0.05192 -2.70912  -0.41
H -2.74828 -1.07409 -3.95610  -0.27
H -4.96195 -1.65651 -3.21909  0.31
H -5.06969 -1.30643 -4.85755  0.54
H -5.44789 1.01553 -4.31671  0.18
H -7.62693 -0.71903 -3.09639  0.42
H -7.49071 -0.20905 -4.76493  0.45
H -7.93204 1.82651 -2.48493  0.40
H -9.16901 1.02102 -3.35696  0.42
H -9.87805 3.12594 -3.97454  0.30
H -8.99995 4.15289 -4.99475  0.26
H -8.44618 3.93012 -3.28063  0.29
C 3.55247 8.97600 -2.99805  -0.60
O 3.84878 8.43673 -1.69592  -0.38
C 4.56130 7.16078 -1.74857  -0.73
C 4.31033 6.38696 -0.44976  -0.13
N 2.90509 5.87261 -0.49100  0.18
C 2.55117 5.16797 0.73196  -0.51
C 1.14621 4.49236 0.62165  1.49
O 0.13181 5.45648 0.36401  -0.48
C -1.16793 4.96263 0.67848  -0.88
H 2.80663 8.31191 -3.43485  0.17
H 4.37790 8.94498 -3.70925  0.31
H 3.14843 9.98587 -2.92712  0.27
H 5.62177 7.37795 -1.87638  0.44
H 4.24500 6.55963 -2.60101  0.25
H 4.45812 7.11193 0.35066  0.35
H 4.94835 5.54007 -0.19716  -0.09
H 2.21638 6.58237 -0.69597  0.27
H 2.56722 5.86987 1.56574  0.49
H 3.39483 4.50855 0.93570  -0.50
H 1.00805 3.76611 1.42263  -0.02
H 1.17880 3.88846 -0.28518  -0.88
H -1.36051 5.05780 1.74710  0.42
H -1.38441 3.93701 0.37959  0.26
H -1.86827 5.65346 0.20904  0.38
C -7.72238 -1.20566 6.98540  -0.90
O -6.44300 -0.70688 7.20989  -0.27
C -5.50223 -1.60508 7.75049  -0.77
C -4.12821 -0.85740 7.63926  -0.78
N -3.72962 -0.54049 6.25422  0.79
C -2.60185 0.37793 6.29782  -1.29
C -1.92127 0.54764 4.92354  1.00
O -0.97721 1.59365 4.97365  -0.54
C -0.26770 1.70545 3.81217  0.07
H -8.36182 -0.35487 6.75016  0.22
H -8.07778 -1.66979 7.90539  0.41
H -7.74208 -1.89508 6.14137  0.32
H -5.39441 -2.57183 7.25869  0.34
H -5.68034 -1.76957 8.81319  0.50
H -3.33372 -1.43489 8.11191  0.30
H -4.28776 0.12352 8.08694  0.41
H -4.51211 -0.22057 5.70154  -0.24
H -1.86689 0.00990 7.01370  0.44
H -2.85868 1.37608 6.65252  0.35
H -2.72522 0.55678 4.18755  -0.03
H -1.48920 -0.41140 4.63775  -0.49
H 0.22769 0.76675 3.56411  -0.02
H 0.48966 2.46771 3.99507  0.18
H -0.86785 2.03369 2.96353  0.12
C -2.52192 7.99775 -4.25431  -0.78
O -1.47125 7.04208 -4.27281  -0.32
C -1.60999 5.95560 -3.31298  -0.85
C -0.27574 5.16525 -3.10929  0.40
N 0.01014 4.17661 -4.17148  0.02
C 1.33660 3.62315 -4.20884  -0.02
C 1.45041 2.35256 -5.12161  -1.28
O 1.31084 1.17404 -4.35429  0.49
C 1.78464 0.07937 -5.06929  -0.76
H -2.35990 8.89688 -4.84880  0.27
H -2.78389 8.35435 -3.25816  0.30
H -3.45244 7.51284 -4.54942  0.32
H -2.40578 5.29018 -3.64770  0.38
H -1.78641 6.41484 -2.34030  0.40
H -0.16040 4.74338 -2.11088  -0.27
H 0.49840 5.93192 -3.07774  0.05
H -0.13020 4.54238 -5.10241  0.37
H 1.68153 3.33360 -3.21622  -0.62
H 2.10216 4.29140 -4.60314  0.31
H 2.39561 2.37480 -5.66402  0.62
H 0.70566 2.27653 -5.91387  0.43
H 2.82110 0.26775 -5.34922  0.32
H 1.19839 -0.01289 -5.98357  0.42
H 1.64901 -0.87435 -4.55928  -0.18
C -6.32848 1.41190 4.47888  -0.89
O -5.34483 0.47970 4.04476  -0.06
C -5.87500 -0.74294 3.62001  -0.63
C -4.77073 -1.58630 2.96450  0.38
N -3.81994 -2.24118 3.88692  0.00
C -2.62581 -2.66640 3.21677  1.06
C -2.85261 -3.79763 2.11122  -0.60
O -3.47424 -3.40367 0.88571  -0.52
C -2.73464 -2.42955 0.17142  0.97
H -7.07864 1.67917 3.73461  0.33
H -5.77337 2.32670 4.68644  0.29
H -6.92448 1.16406 5.35721  0.10
H -6.60722 -0.59089 2.82703  0.73
H -6.31117 -1.37847 4.39069  -0.23
H -4.31156 -0.90981 2.24365  -0.65
H -5.18480 -2.33546 2.28966  0.57
H -3.50884 -1.65970 4.65190  -0.10
H -1.97763 -3.02152 4.01793  -0.37
H -2.11293 -1.78765 2.82579  -0.13
H -3.46232 -4.53743 2.62992  0.46
H -1.93773 -4.27280 1.75726  -0.04
H -3.22146 -2.33051 -0.79879  0.08
H -1.69692 -2.68700 -0.04060  -0.30
H -2.73259 -1.46284 0.67498  -0.53
C 0.82158 1.27883 -0.59981  0.18
O 0.20615 0.34822 0.35729  0.75
H 0.15211 2.07974 -0.91362  0.06
H 1.74708 1.64167 -0.15273  -0.42
H 1.04719 0.78678 -1.54590  -0.10
H 0.82966 -0.36967 0.48946  -0.49
C 1.77019 -2.86087 0.75326  0.17
O 2.21920 -1.58378 0.55789  1.42
H 0.99210 -3.19638 0.06761  -0.53
H 2.63444 -3.52196 0.68897  0.37
H 1.22579 -2.95692 1.69267  -0.41
H 3.17693 -1.64988 0.55838  -1.07
C -4.19781 1.56576 0.79793  -0.18
C -4.81592 1.63289 -0.58594  0.41
O -5.81906 0.72094 -0.76041  -0.52
H -3.68981 0.62766 1.02155  -0.41
H -4.94760 1.73975 1.56972  0.24
H -3.40733 2.28488 1.01270  0.09
H -4.09167 1.47489 -1.38506  -0.26
H -5.19106 2.64873 -0.71024  0.25
H -5.77380 0.54735 -1.70349  0.39
C 3.05431 1.32416 2.43835  1.04
C 3.47374 2.26332 3.58437  -1.17
O 3.30420 3.60518 3.33964  -0.35
H 2.16885 1.72873 1.94806  -0.87
H 2.73431 0.35772 2.82782  -0.29
H 3.78022 1.16452 1.64106  0.36
H 4.52494 2.05612 3.78477  0.38
H 3.02706 1.97781 4.53676  0.63
H 3.54820 4.06167 4.14814  0.24
C 4.36257 2.69251 -1.96751  0.83
C 5.26722 2.89095 -3.22589  -0.63
O 6.54681 2.30334 -2.97675  -0.58
H 4.01205 1.66542 -1.86600  -0.31
H 3.41243 3.22398 -1.91383  -0.42
H 4.81168 3.11627 -1.06927  -0.06
H 5.46779 3.93675 -3.45859  0.34
H 4.75203 2.40467 -4.05425  0.37
H 6.76927 1.77731 -3.74838  0.34
C 1.60971 -2.21938 4.76264  0.26
C 2.66017 -2.94218 5.62657  -0.57
O 2.32908 -2.56028 6.94883  -0.56
H 0.59744 -2.39761 5.12543  -0.30
H 1.66302 -2.52762 3.71849  -0.26
H 1.68896 -1.13349 4.71106  0.39
H 3.67746 -2.67064 5.34464  0.49
H 2.58754 -4.02755 5.55739  0.18
H 3.00571 -2.89209 7.54352  0.31
C 6.41734 4.69769 3.17280  -1.40
C 6.38520 3.94688 1.87004  0.73
O 7.43381 2.99956 1.83846  -0.63
H 5.67911 5.47851 3.35569  0.28
H 7.42859 5.06875 3.33953  0.37
H 6.23729 3.96350 3.95807  0.29
H 6.71996 4.61982 1.08062  0.53
H 5.42163 3.49325 1.63797  -0.56
H 7.79506 3.09166 0.95381  0.37

Atoms 1-2, force components in eV/Å:
0.299 0.178 -0.077
0.310 0.280 0.635

Properties
Relative energy (zero: lowest compared OMol25 entry of this formula, charge and spin)   8.05 kJ/mol
Strongest force on any atom   2.667 eV/A
Gap between HOMO and LUMO   0.301 Eh